# 1
# C5H8O

A molecular structure, C5H8O at a distorted geometry (the ωB97M-V functional and the def2-TZVPD basis, OMol25).

```
14
C5H8O | OMol25 | the ωB97M-V functional and the def2-TZVPD basis
C -0.1684 -1.1978 1.1409
C 0.5679 -1.1182 -0.0007
C -0.5511 0.2360 1.1595
C 0.2486 0.2818 -0.1980
C -0.4750 0.5498 -1.4808
O 1.3565 1.1859 -0.2736
H -0.2443 -2.1042 1.7988
H 1.1221 -1.9559 -0.5152
H -1.5661 0.4253 1.1497
H -0.0181 0.8283 1.9938
H -1.5326 0.7025 -1.2447
H -0.4794 -0.2842 -2.1291
H -0.0188 1.4128 -1.9703
H 1.7587 1.0379 0.5697
```

* relative energy (zero: lowest compared OMol25 entry of this formula, charge and spin): 2.407 eV
* E_HOMO: -9.5 eV
* LUMO: 1.023 eV
* E: -7359.8487 eV
* 2S+1: 1
* orbital gap: 0.38726 Ha

Atom charges from the Mulliken analysis, given in e for atoms 1 to 2: number 1, C, carries -0.097; number 2, C, carries -0.983

# 2
# C5H10NO

A gas-phase ion, C5H10NO (charge -1) (the ωB97M-V functional and the def2-TZVPD basis, OMol25).

```
17
C5H10NO | OMol25 | the ωB97M-V functional and the def2-TZVPD basis
N -2.5906 -1.6789 0.5653
C -1.2272 -1.6089 0.0631
C -0.3229 -0.7495 0.4925
C 1.0449 -0.5632 -0.0783
C 1.1923 0.7607 -0.8512
C 0.9163 2.0787 -0.0457
O 0.8539 3.1680 -0.8105
H -2.6193 -1.5662 1.5711
H -3.0994 -0.8944 0.1699
H -0.9990 -2.3897 -0.6633
H -0.6416 -0.1124 1.3134
H 1.7969 -0.6677 0.7095
H 1.2067 -1.3581 -0.8185
H 0.5330 0.7456 -1.7213
H 2.2309 0.8573 -1.1590
H 1.7478 2.1017 0.7203
H -0.0227 1.8769 0.5427
```

* charge: -1
* relative energy (zero: lowest compared OMol25 entry of this formula, charge and spin): 0.691 eV
* E_HOMO: -2.2 eV
* LUMO: 3.855 eV
* SMILES: N/C=C/CCC[O-]
* E: -8883.4270 eV
* 2S+1: 1
* orbital gap: 0.22203 Ha

Atom charges from the Mulliken analysis, given in e for atoms 1 to 2: number 1, N, carries -0.692; number 2, C, carries -0.102

# 3
# C51H54F5N3O5PRbSSi

A molecular structure, C51H54F5N3O5PRbSSi at a distorted geometry (the ωB97M-V functional and the def2-TZVPD basis, OMol25).

```
122
C51H54F5N3O5PRbSSi | OMol25 | the ωB97M-V functional and the def2-TZVPD basis
Rb 0.2240 -0.4595 1.6201
C -3.8714 -5.1574 -2.9064
C -2.8725 -5.1947 -1.7372
C -2.6214 -6.4956 -1.3157
C -1.7191 -6.7727 -0.2845
C -1.0858 -5.7480 0.3585
C -1.2739 -4.4290 -0.0980
C -2.2238 -4.0782 -1.1296
P -2.7445 -2.3479 -1.2833
C -1.4299 -1.1457 -1.6740
C -0.0597 -1.6162 -2.0062
C 1.1254 -1.5507 -3.7269
C 0.7266 -0.1263 -3.9348
C -1.7349 0.6700 -3.3990
C -1.8789 0.1246 -2.0542
C -2.6627 1.0222 -1.0988
C -4.5306 -2.1189 -1.6152
C -5.0939 -1.9158 -2.9193
C -6.4055 -1.4591 -2.9795
C -7.1981 -1.2840 -1.8137
C -6.5917 -1.4406 -0.5361
C -5.2430 -1.7721 -0.4732
C -4.4388 -1.6766 0.8481
H -4.9306 -5.3145 -2.5338
H -3.6548 -6.0514 -3.4653
H -3.8808 -4.2856 -3.4943
H -3.2259 -7.2332 -1.8482
H -1.5528 -7.8576 -0.0307
H -0.3526 -5.9308 1.1644
H -0.7318 -3.6205 0.3972
H 0.2843 -2.1583 -1.1479
H 2.1329 -1.7781 -4.1482
H 1.5650 0.4085 -4.4240
H -2.2612 1.6032 -3.5359
H -2.0910 1.9717 -0.9458
H -2.7822 0.5939 -0.1206
H -3.6915 1.2530 -1.4776
H -4.5358 -2.1116 -3.8415
H -6.8269 -1.3256 -3.9782
H -8.3066 -1.1801 -1.8599
H -7.1358 -1.2603 0.4304
H -4.7496 -2.4935 1.5250
H -4.5651 -0.6788 1.3505
O -1.0452 1.5618 3.4225
H -1.8801 1.3338 3.8362
H -1.0840 2.5417 3.2255
O -3.0833 -1.8189 0.5357
O -2.3255 -1.3499 1.6267
O 2.6251 -3.7215 1.9067
C 1.9663 -3.3022 1.0557
F -4.7082 4.4380 7.7982
C -3.7855 4.7973 6.9255
C -2.5763 4.0783 6.8768
F -2.2267 3.3117 7.9218
C -1.7433 4.1862 5.7633
F -0.5706 3.4750 5.6805
C -2.1277 4.9101 4.5927
S -1.2709 5.0575 3.1506
C -3.4261 5.4863 4.6306
F -3.9904 6.0131 3.4993
C -4.1847 5.5114 5.7772
F -5.2971 6.3064 5.8150
C 4.2844 -2.0835 -2.1552
C 4.2433 -0.5649 -2.4410
C 5.3981 0.1244 -1.6663
C 4.6417 -0.3536 -3.9679
Si 2.5721 0.1502 -1.6440
O 2.5390 -0.0701 -0.0834
C 2.6573 1.9927 -2.2026
C 3.0167 2.5149 -3.4678
C 3.0690 3.8850 -3.6544
C 2.5389 4.8072 -2.7325
C 1.9854 4.2671 -1.5718
C 2.1411 2.8939 -1.2419
C 1.0039 -0.6768 -2.5584
C -0.5605 0.5158 -4.2854
C -1.8384 -0.2103 -4.7156
C -1.8967 -1.6928 -4.8519
C -1.1202 -2.6328 -4.2323
C 0.0247 -2.5191 -3.3226
H 5.3644 -2.4228 -2.1162
H 3.7797 -2.6667 -2.9289
H 3.8178 -2.3383 -1.2214
H 6.3185 -0.5024 -1.6232
H 5.1389 0.3694 -0.6092
H 5.6643 1.0720 -2.1105
H 5.4779 -1.0002 -4.2283
H 4.8607 0.6962 -4.1651
H 3.7745 -0.6000 -4.6213
H 3.2589 1.8703 -4.3628
H 3.4231 4.1934 -4.6083
H 2.6222 5.8810 -2.8905
H 1.5372 4.8315 -0.7768
H 1.8250 2.5820 -0.2342
H -0.4897 1.4351 -4.9497
H -2.3653 0.4235 -5.4538
H -2.6213 -2.1062 -5.6234
H -1.3419 -3.6867 -4.5645
H 0.4676 -3.5017 -3.1314
C 5.2500 3.0300 3.1826
C 4.6169 2.4201 1.9159
N 4.0202 1.1183 2.1866
C 3.3699 0.8357 3.3618
N 2.7072 -0.2981 3.4417
C 2.3733 -0.7287 4.7610
C 1.8606 0.3955 5.6864
C 2.7510 1.6287 5.6561
N 3.6050 1.6574 4.4634
C 4.2563 2.9034 4.3517
H 5.5181 4.0805 3.0133
H 6.2174 2.5026 3.3559
H 5.4122 2.3108 1.1536
H 3.8694 3.1570 1.4735
H 3.4804 0.7102 1.3890
H 3.2427 -1.2922 5.1663
H 1.5668 -1.4549 4.6337
H 1.7342 -0.0549 6.6815
H 0.7863 0.7142 5.4223
H 3.4692 1.6553 6.4722
H 2.1705 2.5694 5.7900
H 4.7123 3.1595 5.3134
H 3.4296 3.7097 4.2449
```

* charge: -2
* relative energy (zero: lowest compared OMol25 entry of this formula, charge and spin): 4.805 eV
* E_HOMO (alpha / beta): -0.6 / -0.1 eV
* LUMO (alpha / beta): 3.597 / 3.597 eV
* E: -110707.2382 eV
* 2S+1: 1
* orbital gap (alpha / beta): 0.15593 / 0.13506 Ha

Atom charges from the Mulliken analysis, given in e for atoms 1 to 2: number 1, Rb, carries 0.858; number 2, C, carries -2.271

# 4
# C24H64F3N5O8

7 unconnected molecules or ions with the total composition C24H64F3N5O8 at a distorted geometry (the ωB97M-V functional and the def2-TZVPD basis, OMol25).

```
104
C24H64F3N5O8 | OMol25 | the ωB97M-V functional and the def2-TZVPD basis
O -23.1414 -18.4275 -13.2326
H -23.9305 -18.2286 -12.6914
H -23.2517 -19.2327 -13.7548
H -22.9340 -17.6619 -13.8287
C -26.2518 -19.3512 -11.6603
O -25.1356 -20.1842 -11.2008
O -25.6854 -18.2090 -12.2492
C -27.3877 -20.1871 -12.3833
F -27.0312 -21.0155 -13.3981
F -28.0379 -20.8959 -11.4546
F -28.3516 -19.3581 -12.8359
C -25.4471 -21.1551 -10.1470
C -24.2737 -22.0339 -9.8552
H -23.8696 -22.2953 -10.8353
H -23.4195 -21.5995 -9.3325
H -24.5036 -22.9423 -9.2987
H -26.2139 -21.8203 -10.5445
H -25.8518 -20.6427 -9.2730
H -26.6360 -19.0245 -10.6894
C -24.8362 -15.8717 -15.8320
C -23.2664 -15.6623 -15.8311
C -22.8236 -14.1846 -15.9815
O -21.4436 -14.1636 -15.7788
C -20.9307 -12.8144 -15.9800
N -22.7998 -16.1836 -14.5083
H -25.3644 -15.2042 -15.1518
H -25.1702 -16.8995 -15.6911
H -25.2548 -15.6882 -16.8244
H -22.8209 -16.3597 -16.5403
H -23.2693 -13.6205 -15.1575
H -23.0318 -13.6908 -16.9332
H -20.8261 -12.7306 -17.0629
H -19.9665 -12.8256 -15.4749
H -21.5726 -12.0008 -15.6414
H -23.2408 -15.7946 -13.6806
H -21.8549 -15.8236 -14.4457
C -23.2063 -23.2547 -14.3001
C -22.7500 -21.8125 -14.7529
C -23.8205 -21.0300 -15.4338
O -23.3219 -19.8603 -15.9703
C -24.1316 -19.3238 -17.0015
N -22.3117 -21.1970 -13.4985
H -22.3367 -23.7510 -13.8669
H -23.4694 -23.9197 -15.1240
H -23.9600 -23.1507 -13.5194
H -21.9220 -22.0047 -15.4373
H -24.5624 -20.8127 -14.6585
H -24.1985 -21.7869 -16.1255
H -24.1221 -20.0040 -17.8556
H -23.7418 -18.3984 -17.4247
H -25.1349 -19.1526 -16.6087
H -23.1637 -21.2099 -12.9424
H -21.8644 -21.9712 -13.0216
C -25.0038 -16.3272 -8.7420
C -23.9060 -17.2349 -8.4481
C -24.2393 -18.3313 -7.4409
O -23.1458 -19.1347 -7.0237
C -23.5823 -20.1915 -6.1421
N -23.3778 -17.7556 -9.7158
H -24.6433 -15.4297 -9.2464
H -25.4269 -15.9626 -7.8049
H -25.7109 -16.8053 -9.4220
H -23.0959 -16.6335 -8.0258
H -24.9415 -19.0351 -7.8928
H -24.5994 -17.7581 -6.5832
H -23.9781 -21.0062 -6.7522
H -24.3658 -20.0537 -5.3931
H -22.7809 -20.5760 -5.5115
H -22.8378 -18.6036 -9.5966
H -24.2176 -18.0735 -10.1900
C -18.9505 -18.4576 -10.7832
C -19.1028 -17.9881 -12.2374
C -19.8259 -19.0804 -13.0360
O -19.1167 -20.2810 -13.2060
C -17.9845 -20.2323 -14.0498
N -19.8474 -16.6854 -12.2646
H -18.3957 -19.3874 -10.6488
H -19.8347 -18.6983 -10.1908
H -18.4401 -17.6792 -10.2125
H -18.1384 -17.7547 -12.6923
H -19.9560 -18.5361 -13.9783
H -20.7992 -19.3968 -12.6680
H -17.1432 -20.0263 -13.3824
H -17.9547 -19.3639 -14.7108
H -17.8133 -21.1840 -14.5494
H -19.3465 -15.9234 -11.8267
H -19.8342 -16.4149 -13.2421
C -21.1275 -14.4743 -10.0434
C -21.8630 -14.1569 -11.3672
C -21.1494 -13.5024 -12.5392
O -20.2523 -12.4828 -12.0633
C -18.9108 -12.8965 -12.0554
N -22.4146 -15.4535 -11.8355
H -21.7528 -15.0390 -9.3521
H -20.8452 -13.5299 -9.5716
H -20.1915 -15.0346 -10.0294
H -22.7647 -13.5949 -11.1218
H -21.8954 -13.0693 -13.2074
H -20.5825 -14.1472 -13.2138
H -18.4538 -12.8210 -13.0429
H -18.8114 -13.8488 -11.5316
H -18.4680 -12.1799 -11.3617
H -23.0774 -15.8011 -11.1545
H -21.6858 -16.1620 -11.9087
```

* relative energy (zero: lowest compared OMol25 entry of this formula, charge and spin): 3.902 eV
* E_HOMO: -7.8 eV
* LUMO: 0.497 eV
* E: -57903.1946 eV
* 2S+1: 1
* orbital gap: 0.30348 Ha

Atom charges from the Mulliken analysis, given in e for atoms 1 to 2: number 1, O, carries 1.094; number 2, H, carries 0.049

# 5
# C18H18FMnN3O5

A molecular structure, C18H18FMnN3O5 at a distorted geometry (the ωB97M-V functional and the def2-TZVPD basis, OMol25).

```
46
C18H18FMnN3O5 | OMol25 | the ωB97M-V functional and the def2-TZVPD basis
Mn 0.2429 0.3599 -0.3639
C 0.8781 7.2737 1.2885
C 0.8599 6.5451 -0.0524
C 1.7940 7.1608 -1.0792
C 3.2404 6.9598 -0.6564
C 3.5220 5.4909 -0.4931
C 4.7835 4.9861 -0.7369
C 5.0278 3.6348 -0.5697
F 6.2625 3.1749 -0.8276
C 4.0525 2.7594 -0.1706
C 2.7756 3.2533 0.0583
C 1.6981 2.3142 0.3790
O 1.9772 1.0580 0.7452
C 0.3267 2.9842 0.8258
C 0.2587 4.3765 0.6993
N 1.1896 5.0991 0.1559
C 2.5062 4.6096 -0.1003
C -1.9322 1.8033 0.7987
O -3.0082 2.3472 0.9757
O -1.6769 0.8929 -0.0747
H 0.7627 8.3473 1.1308
H 1.8164 7.0976 1.8193
H 0.0633 6.9321 1.9296
H -0.1485 6.5559 -0.4578
H 1.5546 8.2204 -1.1690
H 1.6234 6.6952 -2.0527
H 3.4241 7.4773 0.2897
H 3.9252 7.3899 -1.3859
H 5.5846 5.6405 -1.0587
H 4.2426 1.7034 -0.0376
H -0.6830 4.8903 0.8629
C 0.7606 1.3329 3.6529
C -0.0767 1.0638 2.4387
N -0.2599 -0.1043 1.9708
O 0.3543 -1.1051 2.7433
C -0.7210 2.2609 1.7182
C -1.2541 3.2136 2.7945
N 0.5788 2.3089 -0.5533
O 0.5617 2.8573 -1.7566
H 1.5111 0.5601 3.7698
H 0.1397 1.3584 4.5519
H 1.2552 2.2990 3.5490
H 0.0422 -1.9161 2.3263
H -1.8056 2.6547 3.5507
H -1.9642 3.9058 2.3494
H -0.4495 3.7691 3.2865
```

* relative energy (zero: lowest compared OMol25 entry of this formula, charge and spin): 4.322 eV
* E_HOMO (alpha / beta): -7.4 / -7.8 eV
* ⟨S²⟩: 8.766
* LUMO (alpha / beta): -0.648 / -0.784 eV
* E: -67699.4090 eV
* 2S+1: 6
* orbital gap (alpha / beta): 0.24698 / 0.25817 Ha

Atom charges from the Mulliken analysis, given in e for atoms 1 to 2: number 1, Mn, carries 0.771; number 2, C, carries -1.318

Which value of E does entry 3 give? -110707.2382 eV